Below is a structure of composition C6H8BeO4 in a non-equilibrium geometry, with properties calculated with ωB97M-V/def2-TZVPD.

The geometry in XYZ format:
```
19
Properties=species:S:1:pos:R:3:forces:R:3
O -0.8182 -1.6168 -0.2287 -14.93 -3.91 -0.92
C -1.9479 -1.0680 -0.3234 1.36 -1.97 0.13
C -3.2364 -1.3821 -0.3192 0.43 0.49 -1.04
H -1.2832 0.6164 -0.5597 0.89 0.44 -0.32
H -3.5867 -2.2483 0.2463 0.39 0.33 0.06
H -3.8764 -1.0198 -1.1243 0.03 0.47 0.67
O 0.2342 -1.2909 1.7977 2.19 0.04 -1.05
C 0.9693 -0.3194 2.2518 -1.65 0.81 0.75
C 1.1814 0.8034 1.5156 0.76 0.23 0.76
O 1.0154 0.5681 0.1623 -0.95 -0.32 0.46
C 0.3576 1.3107 -0.7458 0.53 -1.24 -0.73
C 0.7198 0.6287 -2.0523 -1.15 0.24 -0.37
O 0.5279 -0.7225 -1.9191 0.65 -0.01 1.30
Be 0.3217 -1.1381 -0.1521 11.98 5.40 0.23
H 1.1813 -0.2736 3.3300 0.19 -0.17 -0.28
H 1.5665 1.7720 1.8237 0.07 -0.37 -0.18
H 0.5293 2.3929 -0.6766 -0.92 -0.15 0.41
H 1.7654 0.9206 -2.2986 -0.19 0.10 0.18
H 0.0624 1.1031 -2.8141 0.31 -0.38 -0.05
```
Forces are in eV/Å.

Gap between HOMO and LUMO (alpha / beta), Eh: 0.2247 / 0.2247
HOMO energy (alpha / beta), Ha: -0.2961 / -0.2961
LUMO level (alpha / beta), hartree: -0.07135 / -0.07136

Below is a cluster of 2 separate species, C6H8BrClO in total in a non-equilibrium geometry, with properties calculated with ωB97M-V/def2-TZVPD.

The geometry in XYZ format:
```
17
Properties=species:S:1:pos:R:3:forces:R:3
C -2.8162 0.9925 0.7105 -3.18 -0.17 3.37
C -0.2238 -0.3443 -1.4041 2.56 -1.68 -1.84
C -0.4071 -1.3774 -0.3679 -0.47 1.67 0.52
C 0.5852 -0.3730 -0.0542 0.06 2.85 0.70
C 0.2529 0.9849 0.6979 3.51 -1.63 2.12
C 2.0524 -0.6685 0.1688 -0.25 -1.57 -1.13
O -3.6467 1.0533 1.5793 2.52 -0.50 -1.61
Cl -3.1028 1.6437 -0.8092 0.03 0.64 -1.77
Br -0.3908 -3.1835 -0.1752 0.03 -0.56 -0.25
H 0.4091 -0.6309 -2.3759 -1.73 0.70 1.98
H -0.9090 0.5039 -1.4495 0.22 -0.46 -0.36
H 0.6558 0.8548 1.7987 -0.93 0.29 -1.86
H -0.7848 1.0979 0.7640 -1.20 0.78 -0.12
H 0.8965 1.8259 0.2948 -1.21 -0.88 0.07
H 2.1950 -1.7298 0.0230 0.22 -0.52 0.20
H 2.4817 -0.4044 1.1064 -0.42 0.19 1.15
H 2.7526 -0.2452 -0.5074 0.23 0.85 -1.17
```
Forces are in eV/Å.

Gap between HOMO and LUMO (alpha / beta), Eh: 0.2252 / 0.3461
HOMO energy (alpha / beta), Ha: -0.2837 / -0.3521
Energy relative to the best compared isomer or geometry (same formula, charge and spin), kJ/mol: 437.0
LUMO level (alpha / beta), hartree: -0.05848 / -0.00600